1.
{
  "formula": "C14H28NO10Ti",
  "method": "ωB97M-V/def2-TZVPD",
  "symbols": ["Ti", "C", "C", "C", "O", "H", "H", "H", "H", "H", "H", "H", "C", "O", "C", "O", "O", "C", "H", "H", "H", "H", "H", "H", "C", "O", "C", "O", "O", "C", "H", "H", "H", "H", "H", "H", "C", "O", "C", "O", "O", "C", "H", "H", "H", "H", "H", "H", "C", "C", "N", "H", "H", "H"],
  "xyz": [[-0.546, -0.131, 0.326], [-1.760, 3.055, -2.807], [-1.928, 1.525, -2.632], [-1.455, 0.869, -3.937], [-1.289, 1.129, -1.491], [-0.734, 3.384, -2.653], [-2.438, 3.606, -2.143], [-2.112, 3.436, -3.778], [-2.998, 1.261, -2.572], [-1.465, -0.222, -3.844], [-0.460, 1.173, -4.277], [-2.161, 1.137, -4.729], [-1.609, -2.937, 3.595], [-0.179, -2.943, 3.622], [0.367, -1.850, 3.109], [-0.241, -1.005, 2.518], [1.656, -1.890, 3.329], [2.477, -0.928, 2.685], [-2.065, -1.963, 3.750], [-1.893, -3.579, 4.427], [-1.973, -3.358, 2.659], [1.892, -0.095, 2.289], [2.923, -1.363, 1.788], [3.231, -0.568, 3.377], [2.596, 3.940, 3.009], [1.865, 2.736, 2.783], [1.113, 2.620, 1.703], [0.568, 1.612, 1.395], [0.953, 3.793, 1.091], [0.431, 3.696, -0.241], [3.135, 3.775, 3.940], [1.922, 4.787, 3.090], [3.358, 4.094, 2.244], [1.224, 3.389, -0.925], [0.059, 4.653, -0.594], [-0.366, 2.950, -0.268], [1.193, -3.947, -0.456], [-0.136, -4.440, -0.672], [-1.083, -3.535, -0.694], [-0.968, -2.370, -0.432], [-2.203, -4.094, -1.128], [-3.458, -3.531, -0.784], [1.423, -3.033, -1.001], [1.829, -4.784, -0.722], [1.342, -3.641, 0.583], [-4.208, -4.140, -1.277], [-3.519, -2.491, -1.107], [-3.625, -3.563, 0.296], [1.854, 0.985, -2.433], [1.945, -0.015, -1.377], [1.959, -0.810, -0.542], [1.896, 1.972, -1.985], [0.953, 0.808, -3.016], [2.711, 0.842, -3.097]],
  "de_lowest_ev": 0.000,
  "multiplicity": 4,
  "orbital_gap_ev": [4.2, 7.6],
  "homo_ev": [-3.71, -7.07],
  "s_squared": 3.7524
}


2.
{
  "formula": "C2H7N2",
  "method": "ωB97M-V/def2-TZVPD",
  "symbols": ["C", "N", "C", "N", "H", "H", "H", "H", "H", "H", "H"],
  "xyz": [[-0.575, 1.145, -1.335], [-0.280, 0.559, -0.026], [0.273, -0.613, 0.106], [0.597, -1.177, 1.241], [-1.469, 0.693, -1.760], [0.244, 1.033, -2.040], [-0.794, 2.192, -1.195], [-0.409, 1.151, 0.788], [0.448, -1.142, -0.817], [0.540, -0.764, 2.160], [1.002, -2.102, 1.245]],
  "charge": 1,
  "de_lowest_ev": 0.056,
  "orbital_gap_ev": 11.9,
  "smiles": "CNC=[NH2+]",
  "homo_ev": -15.63
}


3.
{
  "formula": "C6H10",
  "method": "ωB97M-V/def2-TZVPD",
  "symbols": ["C", "C", "C", "C", "C", "C", "H", "H", "H", "H", "H", "H", "H", "H", "H", "H"],
  "xyz": [[-1.366, -0.936, -0.020], [-0.947, 0.370, 0.036], [-1.234, 1.503, -0.683], [1.563, -0.805, -0.687], [1.465, 0.053, 0.551], [0.051, 0.086, 0.982], [-2.401, -1.229, -0.301], [1.318, -1.816, -0.438], [-1.066, -1.710, 0.683], [-0.446, 2.213, -0.609], [-1.953, 1.498, -1.445], [2.579, -0.905, -1.163], [0.867, -0.470, -1.447], [2.280, -0.306, 1.325], [1.909, 1.096, 0.280], [-0.277, 0.004, 2.044]],
  "de_lowest_ev": 5.849,
  "orbital_gap_ev": 5.6,
  "homo_ev": -6.58
}


4.
{
  "formula": "C45H48As2CdN7O4",
  "method": "ωB97M-V/def2-TZVPD",
  "symbols": ["Cd", "O", "C", "N", "C", "O", "C", "C", "C", "C", "C", "N", "C", "C", "C", "C", "C", "N", "H", "H", "H", "H", "H", "H", "H", "H", "C", "C", "As", "C", "C", "C", "C", "C", "C", "C", "C", "C", "C", "C", "C", "As", "C", "C", "C", "C", "C", "C", "C", "C", "C", "C", "C", "C", "H", "H", "H", "H", "H", "H", "H", "H", "H", "H", "H", "H", "H", "H", "H", "H", "H", "H", "H", "H", "H", "H", "H", "H", "N", "N", "C", "O", "O", "H", "H", "H", "C", "C", "N", "C", "C", "N", "C", "C", "H", "H", "H", "H", "H", "H", "H", "H", "H", "H", "H", "H", "H"],
  "xyz": [[0.242, 0.300, -0.409], [4.134, 0.253, 1.467], [3.149, 0.149, 0.769], [1.862, 0.455, 1.104], [1.527, 0.585, 2.417], [2.084, 0.086, 3.382], [0.278, 1.405, 2.672], [0.125, 2.006, 3.915], [-1.007, 2.766, 4.150], [-1.957, 2.877, 3.145], [-1.724, 2.225, 1.947], [-0.629, 1.511, 1.703], [3.336, -0.329, -0.665], [4.584, -0.820, -1.022], [4.776, -1.287, -2.309], [3.716, -1.243, -3.202], [2.508, -0.733, -2.765], [2.315, -0.280, -1.526], [0.898, 1.870, 4.657], [-1.147, 3.268, 5.099], [-2.860, 3.457, 3.278], [-2.453, 2.282, 1.146], [5.366, -0.820, -0.277], [5.736, -1.683, -2.613], [3.815, -1.599, -4.217], [1.656, -0.684, -3.429], [-4.043, 1.445, -1.221], [-3.057, 2.014, -2.237], [-1.174, 2.203, -1.719], [-1.140, 3.955, -0.890], [-2.297, 4.628, -0.516], [-2.211, 5.867, 0.108], [-0.972, 6.432, 0.362], [0.186, 5.759, -0.007], [0.102, 4.524, -0.628], [-0.386, 2.626, -3.437], [0.932, 2.248, -3.658], [1.563, 2.564, -4.854], [0.872, 3.255, -5.837], [-0.444, 3.641, -5.617], [-1.072, 3.334, -4.420], [-3.421, -0.142, -0.220], [-3.908, -1.538, -1.493], [-4.187, -1.290, -2.833], [-4.432, -2.339, -3.714], [-4.405, -3.647, -3.262], [-4.141, -3.905, -1.923], [-3.893, -2.859, -1.049], [-4.957, -0.293, 0.971], [-6.229, -0.665, 0.544], [-7.281, -0.721, 1.447], [-7.073, -0.406, 2.783], [-5.808, -0.040, 3.218], [-4.753, 0.011, 2.314], [-4.986, 1.201, -1.717], [-4.282, 2.183, -0.450], [-3.372, 3.016, -2.544], [-3.016, 1.407, -3.145], [-3.274, 4.202, -0.705], [-3.115, 6.389, 0.392], [-0.906, 7.396, 0.847], [1.154, 6.197, 0.191], [1.014, 4.006, -0.909], [1.479, 1.716, -2.888], [2.593, 2.273, -5.013], [1.358, 3.501, -6.770], [-0.980, 4.191, -6.377], [-2.091, 3.664, -4.262], [-4.239, -0.276, -3.207], [-4.653, -2.127, -4.753], [-4.595, -4.463, -3.946], [-4.125, -4.924, -1.561], [-3.689, -3.077, -0.007], [-6.400, -0.923, -0.495], [-8.267, -1.010, 1.106], [-7.895, -0.450, 3.484], [-5.641, 0.204, 4.259], [-3.764, 0.295, 2.659], [-0.768, -1.003, -3.101], [-0.291, -2.254, -2.639], [-0.456, -2.568, -1.282], [-0.321, -3.743, -0.943], [-0.758, -1.603, -0.499], [-1.772, -1.050, -3.274], [-0.309, -0.792, -3.982], [-0.466, -3.059, -3.231], [0.884, -3.824, 3.360], [0.737, -2.636, 2.383], [-0.565, -2.008, 2.553], [-0.777, -1.609, 3.932], [-0.827, -2.857, 4.849], [-0.463, -4.040, 3.997], [-1.501, -4.249, 2.929], [-1.609, -2.928, 2.136], [1.584, -3.628, 4.172], [1.154, -4.758, 2.868], [0.799, -2.980, 1.350], [1.529, -1.910, 2.569], [-1.714, -1.056, 4.004], [0.038, -0.953, 4.237], [-1.819, -3.058, 5.254], [-0.107, -2.822, 5.666], [-0.421, -4.869, 4.585], [-2.422, -4.541, 3.431], [-1.148, -5.076, 2.313], [-2.576, -2.450, 2.313], [-1.498, -3.128, 1.072]],
  "charge": 1,
  "de_lowest_ev": 0.000,
  "orbital_gap_ev": 8.3,
  "homo_ev": -10.35
}


5.
{
  "formula": "C3H6N2",
  "method": "ωB97M-V/def2-TZVPD",
  "symbols": ["C", "C", "N", "N", "C", "H", "H", "H", "H", "H", "H"],
  "xyz": [[0.272, -1.425, 1.902], [0.948, -0.611, 1.135], [1.257, 0.173, 0.219], [-0.077, 0.517, -0.260], [-0.337, 0.837, -1.641], [-0.344, -1.057, 2.718], [0.128, -2.438, 1.540], [-0.376, 1.268, 0.344], [0.219, 1.657, -2.119], [-1.387, 1.132, -1.557], [-0.301, -0.053, -2.281]],
  "de_lowest_ev": 3.564,
  "orbital_gap_ev": 9.9,
  "smiles": "C=C=NNC",
  "homo_ev": -8.84
}